No. 1
Formula: C5H16NO
Source: the Open Molecules 2025 dataset
Level of theory: ωB97M-V/def2-TZVPD

XYZ file:
```
23
C5H16NO | the Open Molecules 2025 dataset | ωB97M-V/def2-TZVPD
O -2.299 -2.047 -1.003
N 0.242 -1.644 -0.993
C 0.542 -1.381 0.491
C 0.220 1.136 0.106
C -0.366 2.365 0.852
C 1.699 1.479 -0.315
C 0.055 -0.099 1.065
H -0.048 -0.749 -1.464
H -0.517 1.023 -0.766
H 1.812 2.359 0.177
H 0.970 -2.220 -1.321
H 2.498 0.720 -0.228
H -1.407 2.132 1.073
H -0.973 -0.158 1.269
H 1.769 1.585 -1.314
H -2.779 -2.692 -1.592
H -0.616 -2.186 -1.057
H -0.230 3.221 0.223
H 0.055 2.470 1.823
H 0.102 -2.302 1.021
H 1.677 -1.453 0.457
H -2.966 -1.511 -0.597
H 0.559 -0.047 2.092
```

Results
HOMO-LUMO gap, eV: 11.83
Lowest unoccupied orbital energy, eV: -3.2
Molar mass, Da: 106.19
Total charge: +1
Strongest force on any atom, eV/A: 4.07
Total energy, eV: -8974.85724

Atomic partial charges in e from the natural (NBO) method, atoms 1 to 5: O -0.984; N -0.707; C -0.211; C -0.202; C -0.599

***

No. 2
Formula: C5H16NO
Source: the Open Molecules 2025 dataset
Level of theory: ωB97M-V/def2-TZVPD

XYZ file:
```
23
C5H16NO | the Open Molecules 2025 dataset | ωB97M-V/def2-TZVPD
O 1.351 1.614 0.139
N 4.048 0.230 0.115
C -3.175 0.916 0.311
C -1.675 1.108 0.022
C -1.006 -0.049 -0.686
C 0.522 -1.972 -0.206
C -0.892 -1.349 0.037
H -1.524 2.001 -0.631
H -3.716 0.747 -0.590
H 4.310 -0.784 0.239
H -1.314 -0.154 -1.675
H 0.676 1.044 -0.238
H 0.695 -2.237 -1.223
H 0.750 -2.837 0.402
H 3.541 0.576 0.922
H -1.048 -1.183 1.118
H -3.396 0.046 0.926
H -1.643 -2.033 -0.311
H 1.239 -1.190 0.035
H 4.926 0.794 0.003
H 2.043 1.587 -0.521
H -1.161 1.299 0.971
H -3.552 1.827 0.841
```

Results
HOMO-LUMO gap, eV: 5.20
Lowest unoccupied orbital energy, eV: -7.7
Molar mass, Da: 106.19
Total charge: +1
Strongest force on any atom, eV/A: 6.73
Total energy, eV: -8972.24938

Atomic partial charges in e from the natural (NBO) method, atoms 1 to 5: O -0.881; N -1.124; C -0.563; C -0.543; C 0.451

***

No. 3
Formula: C5H16NO2
Source: the Open Molecules 2025 dataset
Level of theory: ωB97M-V/def2-TZVPD

XYZ file:
```
24
C5H16NO2 | the Open Molecules 2025 dataset | ωB97M-V/def2-TZVPD
O 4.632 0.337 4.441
O 0.031 -0.689 1.550
N -1.562 0.630 -0.179
C -1.770 1.568 0.707
C -0.269 0.681 -0.867
C -1.022 -0.808 -2.831
C -0.371 0.528 -2.361
C -0.942 -2.015 -1.893
H -0.661 1.367 -2.940
H -0.801 -1.679 -0.854
H 4.213 0.665 5.188
H -1.805 -2.761 -1.897
H -0.076 -0.230 2.418
H 5.579 0.673 4.442
H -2.127 -0.649 -3.014
H -2.161 -0.239 -0.261
H 0.324 -0.174 -0.287
H -0.086 -2.596 -2.213
H -1.268 2.463 0.391
H -2.569 1.680 1.534
H 1.049 -0.918 1.616
H 0.293 1.672 -0.887
H 0.715 0.395 -2.618
H -0.753 -0.991 -3.825
```

Results
HOMO-LUMO gap, eV: 8.60
Lowest unoccupied orbital energy, eV: -5.1
Molar mass, Da: 122.19
Total charge: +1
Strongest force on any atom, eV/A: 4.24
Total energy, eV: -11020.54694

Atomic partial charges in e from the natural (NBO) method, atoms 1 to 5: O -0.949; O -0.972; N -0.397; C 0.113; C -0.284